(1)
{"formula": "C15H31FP2W", "method": "ωB97M-V/def2-TZVPD", "spin_multiplicity": 3, "s_squared": 2.09, "gap_ev": [2.8, 3.1], "charge": 2, "largest_force_ha_per_bohr": 0.1865, "elements": ["P", "P", "C", "C", "H", "H", "H", "H", "C", "H", "H", "H", "C", "H", "H", "H", "C", "H", "H", "H", "C", "H", "H", "H", "W", "C", "C", "C", "C", "C", "C", "C", "C", "C", "H", "H", "H", "H", "H", "H", "H", "H", "H", "H", "H", "H", "H", "H", "H", "F"], "xyz": [[-0.0491, -1.6394, -0.6512], [0.3242, 1.8662, -0.6866], [-0.4635, -0.3201, -1.8813], [0.8134, 0.5260, -1.8663], [-1.4141, 0.1775, -1.5832], [-0.6705, -0.7833, -2.8538], [1.7620, 0.0406, -1.5669], [0.9762, 0.9696, -2.8503], [-0.8685, 2.5503, -2.1301], [-1.0958, 3.5971, -1.8734], [-1.8048, 1.9771, -2.2491], [-0.2973, 2.4884, -3.0754], [1.7205, 2.9649, -1.2148], [1.6675, 3.0742, -2.3006], [2.6569, 2.4776, -0.9120], [1.5703, 3.9098, -0.6837], [-1.4590, -2.6404, -1.3502], [-1.4700, -3.6377, -0.8939], [-1.3813, -2.7391, -2.4505], [-2.3968, -2.1351, -1.1111], [1.2800, -2.3240, -1.8826], [2.2831, -1.9046, -1.7678], [0.9749, -2.1331, -2.9264], [1.3771, -3.4021, -1.7265], [0.2153, 0.0926, 0.6180], [-0.8852, 5.0589, 0.8266], [-2.2878, 4.5816, 0.9178], [-2.7950, 3.7989, 1.8713], [-0.6853, -3.9691, 1.7493], [0.0179, -4.8907, 1.0181], [1.4777, -4.7393, 0.9122], [2.3142, -3.8881, 1.4978], [-0.0487, 4.3372, 1.6554], [0.9177, -0.7521, 2.5961], [-0.5073, 5.7779, 0.0729], [-2.9775, 5.1325, 0.2915], [-2.8093, 2.7280, 1.8534], [-3.2881, 4.2235, 2.7723], [-1.3783, -4.0371, 2.6319], [-0.3576, -2.9550, 1.4108], [-0.4464, -5.8139, 0.7241], [1.9555, -5.6136, 0.3776], [2.2187, -2.8289, 1.5034], [3.2377, -4.2661, 1.9114], [-0.2992, 4.3007, 2.7066], [0.8204, 3.7070, 1.3770], [1.7046, -0.1339, 3.0393], [1.2084, -1.7742, 2.8140], [0.0593, -0.6163, 3.2972], [-1.4174, -0.4210, 2.0416]]}


(2)
{"formula": "C8H17Br6FO7P2S2", "method": "ωB97M-V/def2-TZVPD", "gap_ev": 9.2, "charge": 0, "largest_force_ha_per_bohr": 0.0542, "elements": ["O", "P", "O", "O", "P", "C", "S", "O", "S", "O", "O", "O", "C", "F", "H", "H", "H", "H", "H", "Br", "C", "C", "Br", "H", "H", "H", "H", "Br", "C", "C", "Br", "H", "H", "H", "H", "Br", "C", "C", "Br", "H", "H", "H", "H"], "xyz": [[-3.1356, 2.4570, -1.1856], [-2.1712, 2.9411, -2.1288], [-1.9008, 4.5250, -2.0062], [-2.5875, 2.6047, -3.6453], [-0.2687, 1.9401, -1.6834], [0.2372, 1.1696, -3.3238], [-0.9636, -0.1894, -3.4669], [0.3053, 2.1846, -4.3740], [1.7972, 2.7966, -4.2732], [1.9146, 3.8721, -3.3796], [2.2509, 3.0840, -5.5505], [2.5610, 1.5497, -3.5185], [1.6151, 0.5266, -3.4617], [1.6182, -0.0621, -4.7168], [-1.3443, 4.7627, -2.7708], [-2.4846, 3.3938, -4.2039], [0.6033, 2.9975, -1.3480], [-1.1697, -0.2351, -4.7953], [1.8583, -0.2832, -2.7909], [-1.0288, 0.7852, 2.2958], [-0.8413, -1.0863, 1.7980], [0.5928, -1.4343, 1.5141], [1.1490, -0.7627, -0.2264], [-1.4975, -1.2538, 0.9524], [-1.2050, -1.6495, 2.6533], [0.7226, -2.5123, 1.4605], [1.2823, -1.0221, 2.2445], [-3.4147, -3.3448, 1.5764], [-3.0392, -5.2506, 1.4532], [-1.6552, -5.5802, 1.9419], [-0.3017, -5.0935, 0.6296], [-3.1995, -5.5358, 0.4189], [-3.7882, -5.7291, 2.0802], [-1.5456, -6.6533, 2.0807], [-1.4001, -5.0692, 2.8644], [0.6997, 0.2568, 5.1580], [2.5471, 0.8793, 5.1798], [2.7574, 2.0437, 4.2503], [2.8420, 1.4727, 2.3917], [3.1704, 0.0264, 4.9323], [2.7335, 1.1761, 6.2095], [3.7170, 2.5166, 4.4465], [1.9681, 2.7854, 4.3177]]}


(3)
{"formula": "C31H48Cl3N6O4SSbSi4V", "method": "ωB97M-V/def2-TZVPD", "spin_multiplicity": 3, "s_squared": 2.02, "gap_ev": [8.0, 8.0], "charge": -1, "largest_force_ha_per_bohr": 0.0604, "elements": ["V", "N", "C", "C", "O", "O", "H", "H", "H", "H", "S", "C", "C", "N", "C", "H", "H", "H", "C", "Si", "C", "C", "Sb", "Si", "C", "C", "C", "Si", "C", "C", "C", "H", "H", "H", "H", "H", "H", "H", "H", "H", "H", "H", "H", "H", "H", "H", "H", "H", "H", "H", "H", "H", "H", "H", "H", "H", "H", "H", "N", "C", "N", "C", "N", "Cl", "Si", "Cl", "Cl", "C", "C", "C", "C", "C", "C", "N", "C", "C", "C", "C", "C", "C", "C", "O", "O", "C", "C", "H", "H", "H", "H", "H", "H", "H", "H", "H", "H", "H", "H", "H", "H"], "xyz": [[-0.2799, -1.7393, -0.1192], [-0.9380, -1.2416, 1.8634], [-2.3257, -1.4761, 2.1670], [-2.9863, -2.0189, 0.8919], [-4.2057, -2.2310, 0.7908], [-2.2035, -1.9984, -0.1491], [-0.3182, -1.8459, 2.4509], [-0.5742, -0.2815, 2.0492], [-2.8753, -0.5979, 2.4674], [-2.3996, -2.2068, 2.9819], [-4.0812, -4.8208, -3.0003], [-2.6234, -4.9537, -3.8566], [-1.6407, -4.6593, -2.9806], [-1.9671, -4.4839, -1.6865], [-3.2751, -4.3817, -1.5749], [-2.7449, -5.1856, -4.9034], [-0.5602, -4.6474, -3.1949], [-3.8093, -4.2209, -0.6063], [-2.7708, -1.1381, -3.8075], [-2.8277, 0.4920, -2.8656], [-4.3528, 0.6584, -1.8159], [-3.0340, 1.8413, -4.2017], [-0.6630, 0.7845, -1.5363], [-0.8362, 2.9817, -0.4328], [0.8662, 3.6641, -0.3119], [-1.4753, 2.7556, 1.3674], [-1.9522, 4.2509, -1.3789], [0.9965, 1.2726, -3.4427], [0.4880, 0.0354, -4.7969], [2.7650, 0.9044, -2.8902], [0.8055, 3.0218, -4.1609], [-3.6472, -1.7410, -3.6906], [-1.9442, -1.8064, -3.5076], [-2.6169, -0.9555, -4.9001], [-5.0469, 0.8995, -2.5877], [-4.3345, 1.6308, -1.2429], [-4.6582, -0.1136, -1.1859], [-2.3081, 1.7335, -5.0221], [-2.7066, 2.8414, -3.8427], [-4.0159, 1.7520, -4.7068], [1.5181, 2.8485, 0.0548], [1.0271, 4.5528, 0.3805], [1.2662, 3.9163, -1.3083], [-0.7846, 2.4855, 2.1551], [-2.2203, 1.9622, 1.3970], [-2.1178, 3.5342, 1.7350], [-1.3642, 4.7289, -2.1578], [-2.2844, 5.1187, -0.7541], [-2.8673, 3.8717, -1.8189], [0.0731, -0.8702, -4.3183], [1.3185, -0.2849, -5.4218], [-0.2310, 0.4374, -5.4757], [2.8991, -0.1937, -2.6290], [3.1759, 1.5810, -2.1337], [3.4100, 0.9708, -3.7667], [-0.0954, 3.2014, -4.7486], [1.7095, 3.1903, -4.8049], [0.8177, 3.7321, -3.3664], [0.5337, -2.2717, -1.9578], [1.3653, -2.6053, -2.6885], [2.3218, -3.0320, -3.4286], [2.9540, -2.1279, -4.1574], [3.6135, -1.3426, -4.7439], [0.6964, -5.9337, 0.3387], [-0.0756, -4.1532, 1.0297], [-1.7431, -4.9189, 2.1270], [1.2035, -3.6561, 2.7593], [-0.1546, 3.1987, 4.5821], [-0.0130, 1.7013, 4.6117], [-1.1377, 0.9221, 4.7892], [-0.9902, -0.4399, 5.0291], [0.2651, -0.9868, 4.8355], [1.3997, -0.2270, 4.5245], [2.6610, -0.8953, 4.4490], [3.6145, -0.7262, 3.3590], [4.9249, -1.0099, 3.7030], [5.9277, -0.8695, 2.8301], [5.5826, -0.6288, 1.4956], [4.2707, -0.4359, 1.0680], [3.2734, -0.4289, 2.0273], [1.8664, -0.3032, 1.4005], [1.2563, 0.7315, 1.6020], [1.4663, -1.2710, 0.6519], [1.2689, 1.1738, 4.5458], [2.4708, 2.0805, 4.3397], [-1.1945, 3.4573, 4.6144], [0.1922, 3.6478, 3.6573], [0.3424, 3.5442, 5.4853], [-2.0790, 1.3893, 4.9234], [-1.8856, -1.0008, 5.2817], [0.4174, -2.0503, 4.9609], [2.5716, -1.8619, 4.6208], [5.1514, -1.2725, 4.7741], [6.9156, -1.0492, 3.1273], [6.3451, -0.5496, 0.7843], [3.9818, -0.2539, 0.0306], [2.4077, 2.7275, 3.3927], [3.3835, 1.4936, 4.3549], [2.4558, 2.6768, 5.2214]]}


(4)
{"formula": "C36H65N5O3", "method": "ωB97M-V/def2-TZVPD", "spin_multiplicity": 4, "s_squared": 3.76, "gap_ev": [5.9, 6.6], "charge": 1, "largest_force_ha_per_bohr": 0.1091, "elements": ["C", "C", "C", "C", "C", "C", "C", "C", "C", "N", "N", "H", "H", "H", "H", "H", "H", "H", "H", "H", "H", "H", "C", "C", "C", "C", "C", "C", "N", "O", "C", "C", "C", "H", "H", "H", "H", "H", "H", "H", "H", "H", "H", "H", "H", "H", "H", "H", "H", "H", "H", "C", "C", "C", "C", "C", "C", "N", "O", "C", "C", "C", "H", "H", "H", "H", "H", "H", "H", "H", "H", "H", "H", "H", "H", "H", "H", "H", "H", "H", "C", "C", "C", "C", "C", "C", "N", "O", "C", "C", "C", "H", "H", "H", "H", "H", "H", "H", "H", "H", "H", "H", "H", "H", "H", "H", "H", "H", "H"], "xyz": [[-3.3177, -3.6762, 0.9598], [-2.5620, -3.9165, 0.0219], [-1.4419, -3.8251, -1.0564], [0.0002, -4.2750, -0.5672], [0.3733, -3.8776, 0.9268], [0.8510, -2.3562, 1.0175], [-0.2362, -1.3448, 0.7164], [0.3135, 0.0863, 0.7753], [1.7653, 0.0935, 1.1111], [2.6037, -0.9540, 1.3934], [2.1583, -2.2004, 1.3513], [-4.1289, -3.3306, 1.6582], [-1.3730, -2.7699, -1.4856], [-1.7342, -4.4853, -1.9301], [0.0794, -5.3954, -0.6639], [0.8076, -3.8167, -1.2320], [1.2209, -4.5756, 1.2387], [-0.4544, -4.0781, 1.6829], [-1.3061, -1.5690, 0.4594], [-0.3206, 0.9919, 0.5502], [2.2481, 1.1228, 1.1367], [3.5893, -0.7863, 1.6380], [5.7186, 4.7003, 4.0047], [4.4346, 5.1625, 4.7303], [4.5802, 4.9517, 6.2494], [4.4480, 3.4940, 6.6758], [3.1535, 2.8919, 6.1393], [3.0003, 3.0558, 4.6162], [3.2483, 4.4570, 4.1570], [2.1593, 5.1796, 4.4668], [3.9631, 2.0765, 3.8993], [1.5976, 2.5448, 4.2040], [4.4120, 6.6866, 4.4632], [6.0011, 3.6713, 4.2115], [5.6180, 4.8194, 2.9227], [6.5761, 5.3014, 4.3190], [3.8147, 5.5327, 6.7789], [5.5431, 5.3400, 6.5925], [5.3149, 2.9192, 6.3348], [4.4539, 3.4310, 7.7675], [3.1123, 1.8311, 6.4085], [2.3095, 3.3680, 6.6519], [4.0637, 2.3240, 2.8378], [3.5896, 1.0487, 3.9556], [4.9552, 2.0347, 4.3448], [0.7911, 3.0669, 4.7238], [1.4788, 1.4872, 4.4552], [1.4392, 2.6519, 3.1265], [4.2897, 6.8996, 3.3978], [5.3505, 7.1458, 4.7846], [3.6168, 7.1972, 5.0098], [-4.2117, 4.9182, 2.3711], [-3.6315, 4.1920, 1.1365], [-4.1128, 4.8783, -0.1559], [-5.5655, 4.5731, -0.5016], [-5.8064, 3.0679, -0.5339], [-5.3702, 2.3602, 0.7622], [-3.9864, 2.7408, 1.1908], [-3.1241, 2.0845, 0.3979], [-6.3887, 2.6788, 1.8845], [-5.5217, 0.8333, 0.5673], [-2.1097, 4.4423, 1.2675], [-5.2952, 4.9954, 2.3731], [-3.8996, 4.4247, 3.2950], [-3.8506, 5.9495, 2.4160], [-3.4871, 4.5595, -0.9995], [-3.9827, 5.9613, -0.0774], [-6.2354, 5.0583, 0.2146], [-5.8056, 5.0016, -1.4787], [-6.8673, 2.8783, -0.7248], [-5.2639, 2.6471, -1.3891], [-5.9967, 2.4016, 2.8666], [-7.3162, 2.1191, 1.7398], [-6.6953, 3.7230, 1.9117], [-4.9432, 0.4587, -0.2810], [-6.5619, 0.5727, 0.3605], [-5.2119, 0.2894, 1.4636], [-1.7048, 3.9594, 2.1618], [-1.9027, 5.5122, 1.3503], [-1.5490, 4.0870, 0.3998], [2.9283, -5.9213, -5.6792], [1.5382, -5.9032, -5.0042], [0.7822, -7.2084, -5.3166], [0.2321, -7.2665, -6.7370], [-0.6133, -6.0330, -7.0375], [0.1322, -4.7124, -6.7702], [0.7882, -4.6816, -5.4244], [-0.1737, -4.4646, -4.5100], [1.1813, -4.4844, -7.8864], [-0.8554, -3.5382, -6.9652], [1.8812, -5.9032, -3.4974], [2.8992, -6.0861, -6.7524], [3.4656, -4.9888, -5.4883], [3.5396, -6.7359, -5.2803], [-0.0582, -7.3253, -4.6203], [1.4343, -8.0703, -5.1485], [1.0507, -7.3612, -7.4570], [-0.3797, -8.1653, -6.8547], [-0.9457, -6.0708, -8.0796], [-1.5231, -6.0778, -6.4267], [1.8882, -3.6972, -7.6118], [0.6995, -4.1726, -8.8165], [1.7402, -5.3810, -8.1496], [-1.7321, -3.6150, -6.3174], [-1.2377, -3.5223, -7.9882], [-0.3686, -2.5784, -6.7747], [2.4041, -4.9858, -3.2110], [2.5349, -6.7434, -3.2490], [0.9958, -6.0068, -2.8664]]}


| no. | E (Ha) |
| --- | --- |
| 1 | -1438.59710 |
| 2 | -17864.76340 |
| 3 | -5960.98250 |
| 4 | -1909.59748 |